Computed, not measured: C57H50N6O2PSe2Y as an isolated structure, with the ωB97M-V functional and the def2-TZVPD basis.

Atoms and positions in Å:
1 Y 0.80 -0.78 0.01
2 C -4.56 -0.49 2.67
3 N -3.14 -0.31 2.73
4 C -2.31 0.22 1.69
5 N -1.02 -0.31 1.87
6 C -1.04 -0.98 3.06
7 C -2.29 -1.03 3.61
8 C -2.68 -1.34 4.97
9 C -2.10 -2.41 5.67
10 C -2.44 -2.66 6.99
11 C -3.39 -1.89 7.65
12 C -3.98 -0.84 6.96
13 C -3.63 -0.57 5.65
14 C 0.20 -1.33 3.81
15 C 0.68 -0.40 4.73
16 C 1.81 -0.68 5.48
17 C 2.47 -1.89 5.31
18 C 2.00 -2.81 4.39
19 C 0.86 -2.54 3.64
20 P -3.07 0.11 -0.01
21 C -2.14 1.39 -0.90
22 N -0.87 1.40 -1.27
23 C -0.71 2.55 -2.01
24 C -1.89 3.26 -2.02
25 N -2.80 2.50 -1.33
26 C -4.10 2.92 -0.86
27 C -2.20 4.54 -2.66
28 C -1.30 5.60 -2.55
29 C -1.56 6.81 -3.18
30 C -2.72 6.98 -3.91
31 C -3.62 5.93 -4.03
32 C -3.36 4.72 -3.41
33 C 0.50 2.93 -2.77
34 C 0.39 3.08 -4.15
35 C 1.47 3.52 -4.90
36 C 2.67 3.82 -4.26
37 C 2.78 3.66 -2.89
38 C 1.70 3.21 -2.14
39 C -2.41 -1.37 -0.82
40 N -1.21 -1.51 -1.35
41 C -1.24 -2.63 -2.14
42 C -2.48 -3.20 -2.03
43 N -3.21 -2.40 -1.19
44 C -4.60 -2.57 -0.84
45 C -3.02 -4.42 -2.65
46 C -2.90 -4.60 -4.03
47 C -3.38 -5.76 -4.62
48 C -3.98 -6.75 -3.85
49 C -4.09 -6.57 -2.48
50 C -3.61 -5.42 -1.88
51 C -0.07 -3.01 -2.94
52 C 0.70 -2.00 -3.51
53 C 1.84 -2.32 -4.23
54 C 2.20 -3.65 -4.41
55 C 1.42 -4.66 -3.84
56 C 0.30 -4.34 -3.10
57 H -4.90 -0.81 1.68
58 H -5.11 0.43 2.92
59 H -4.85 -1.26 3.38
60 H -1.38 -3.03 5.17
61 H -1.97 -3.49 7.50
62 H -3.66 -2.10 8.67
63 H -4.72 -0.21 7.45
64 H -4.08 0.28 5.14
65 H 0.17 0.55 4.84
66 H 2.18 0.05 6.19
67 H 3.36 -2.10 5.89
68 H 2.52 -3.74 4.23
69 H 0.51 -3.22 2.88
70 H -4.19 4.00 -0.99
71 H -4.19 2.68 0.20
72 H -4.90 2.43 -1.41
73 H -0.39 5.46 -1.99
74 H -0.84 7.61 -3.09
75 H -2.92 7.93 -4.40
76 H -4.53 6.06 -4.60
77 H -4.05 3.90 -3.52
78 H -0.55 2.85 -4.64
79 H 1.38 3.62 -5.97
80 H 3.52 4.16 -4.84
81 H 3.72 3.85 -2.39
82 H 1.81 3.06 -1.09
83 H -5.12 -3.06 -1.66
84 H -5.04 -1.59 -0.65
85 H -4.70 -3.19 0.06
86 H -2.42 -3.84 -4.63
87 H -3.27 -5.90 -5.69
88 H -4.35 -7.65 -4.31
89 H -4.54 -7.34 -1.86
90 H -3.66 -5.30 -0.81
91 H 0.44 -0.96 -3.35
92 H 2.47 -1.52 -4.60
93 H 3.10 -3.90 -4.95
94 H 1.73 -5.69 -3.94
95 H -0.25 -5.12 -2.58
96 Se 1.11 -3.32 0.33
97 Se 2.93 0.30 -1.12
98 C 4.21 -0.30 1.66
99 C 3.00 0.59 1.48
100 O 1.88 0.20 1.89
101 C 3.20 2.08 1.37
102 C 4.46 2.65 1.22
103 C 4.61 4.03 1.20
104 C 3.50 4.86 1.36
105 C 2.25 4.29 1.54
106 C 2.10 2.91 1.56
107 H 3.86 -1.32 1.75
108 H 4.72 0.00 2.58
109 H 4.89 -0.22 0.82
110 H 5.33 2.02 1.07
111 H 5.59 4.46 1.05
112 H 3.62 5.93 1.34
113 H 1.38 4.92 1.67
114 H 1.13 2.45 1.69
115 C -1.75 2.24 2.91
116 O -2.34 1.74 1.74
117 H -1.74 3.33 2.84
118 H -0.72 1.88 3.01
119 H -2.32 1.95 3.81

Computed properties:
* calculated total energy: -213985.631 eV
* charge: -2
* 2S+1: 1
* orbital gap: 4.1 eV